(1)
ORCA calculation (wB97M-V/def2-TZVPD) on C25H32N5O6PPdS as an isolated structure.

Its expectation value of S² is 2.004. Its HOMO energy (alpha / beta) is -8.22 / -8.95 eV. As for the total charge: 0. As for the spin multiplicity: 3.

Geometry as XYZ:
```
71
C25H32N5O6PPdS (wB97M-V/def2-TZVPD)
Pd -0.40002 -0.67574 0.11477
C 2.95963 0.97194 3.26611
C 2.78043 -0.38509 3.05710
C 1.95520 -0.78943 2.02275
N 1.33987 0.07865 1.21633
C 1.50765 1.38577 1.42151
C 2.31420 1.87123 2.43569
H 3.59037 1.32403 4.07161
H 3.25868 -1.12468 3.68193
H 1.76109 -1.83678 1.82261
H 0.96774 2.03309 0.74395
H 2.42392 2.93803 2.56808
C 0.04501 4.23145 -1.26452
N -1.29797 3.68207 -1.38293
C -2.31235 4.68919 -1.62776
P -1.41235 2.08560 -1.78083
O -0.50801 1.29032 -0.88293
N -3.03081 1.79683 -1.68701
C -3.54282 0.61626 -2.39686
C -3.64695 1.94634 -0.36409
N -0.94316 1.88357 -3.33934
C -0.28993 0.67096 -3.81540
C -1.54045 2.69439 -4.38442
H 0.36118 4.71045 -2.19764
H 0.75812 3.44707 -1.02284
H 0.06711 4.97737 -0.46695
H -2.03611 5.33210 -2.47142
H -2.42031 5.32985 -0.74833
H -3.26948 4.22405 -1.84314
H -3.21297 0.62481 -3.43202
H -4.63256 0.66548 -2.38987
H -3.24428 -0.31876 -1.91815
H -3.34254 2.88763 0.08960
H -3.37992 1.12832 0.30640
H -4.73101 1.95931 -0.48709
H 0.19059 0.15395 -2.99351
H 0.47363 0.94112 -4.54687
H -1.00849 -0.00328 -4.29405
H -1.89358 3.64520 -3.99101
H -2.38592 2.18794 -4.86457
H -0.79399 2.90347 -5.15385
O 2.55436 -0.62135 -2.17601
C 2.01894 -1.64636 -1.82033
N 0.67358 -1.77377 -1.50374
S 0.35294 -3.22422 -0.86671
O -0.68935 -3.94606 -1.52747
O 0.16580 -2.97706 0.57615
C 1.92240 -3.94314 -1.13827
C 2.33935 -5.24208 -0.92235
C 3.65857 -5.53408 -1.24468
C 4.50414 -4.55624 -1.76777
C 4.05329 -3.26059 -1.98508
C 2.74100 -2.96614 -1.66308
H 1.67252 -5.99430 -0.52752
H 4.03241 -6.53722 -1.09116
H 5.52522 -4.81442 -2.01297
H 4.69101 -2.49286 -2.40194
O -1.67839 -0.52942 1.91249
C -2.60027 -1.15864 1.31672
O -2.51084 -1.41870 0.08454
C -3.81251 -1.57443 2.07682
C -3.81950 -1.48071 3.46342
C -4.94399 -1.86506 4.17697
C -6.06635 -2.33042 3.50369
C -6.06086 -2.42021 2.11794
C -4.93156 -2.04878 1.40467
H -2.93923 -1.10462 3.96556
H -4.94562 -1.80142 5.25674
H -6.94481 -2.62697 4.06179
H -6.93516 -2.78569 1.59548
H -4.89745 -2.13467 0.32650
```

(2)
ORCA calculation (wB97M-V/def2-TZVPD) on CH12O7 as an isolated structure in a non-equilibrium geometry.

Its HOMO energy is -9.92 eV. As for the relative energy (zero: lowest compared OMol25 entry of this formula, charge and spin): 202.03 kcal/mol. As for the total charge: 0.

Geometry as XYZ:
```
20
CH12O7 (wB97M-V/def2-TZVPD)
O 0.23687 -0.60529 1.57919
C 0.70358 -1.57341 0.74099
O -0.25942 -1.99932 -0.14082
H 0.98578 -2.48570 1.27289
H 1.61586 -1.14455 0.23912
H 1.15102 2.40667 1.58476
H -0.27665 1.74617 0.02689
O 1.05540 1.67235 0.97096
H -0.81094 0.97789 -1.19918
H -2.68831 0.87531 0.14244
O -1.11605 1.56470 -0.47605
H 0.03401 -0.86008 -2.74188
H -0.18304 -1.57660 -1.07354
O -0.18214 -0.29707 -1.97354
H -2.47128 -0.62660 0.44372
H 0.60011 0.34642 1.33967
O -3.09767 0.08544 0.59016
H 1.24012 0.33579 -1.14798
H 1.59364 0.92582 0.22891
O 1.86912 0.23207 -0.40670
```

(3)
ORCA calculation (wB97M-V/def2-TZVPD) on CaCl4 as an isolated structure in a non-equilibrium geometry.

Its HOMO energy is -2.14 eV. As for the relative energy (zero: lowest compared OMol25 entry of this formula, charge and spin): 3.44 kcal/mol. As for the total charge: -2.

Geometry as XYZ:
```
5
CaCl4 (wB97M-V/def2-TZVPD)
Ca 0.27315 0.19452 -0.19166
Cl -1.37243 -0.95895 1.92561
Cl 0.95093 -2.16183 -1.27702
Cl -1.61586 1.07487 -1.84201
Cl 1.76421 1.85139 1.38507
```